Record 1
Entry from the Open Molecules 2025 dataset: a cluster of 2 separate species, C17H26FN2O3S2 in total (ωB97M-V/def2-TZVPD).

Orbital gap   4.90 eV
LUMO level   -5.35 eV
Spin multiplicity   1
Total charge   +1
F_max   0.56 eV Å⁻¹
E_HOMO   -0.3767 Eh

Last column: natural (NBO) charge in e.
Atoms and positions in Å:
H 1.390729 -0.656873 -1.553494  0.19
C 0.665649 3.517134 0.768140  0.23
H -0.107531 3.133752 -1.203608  0.21
N 3.645134 -3.145144 -1.338330  -0.82
H 0.224850 5.230696 -3.530886  0.59
C -0.573218 -1.246709 -2.366750  -0.45
H -0.372800 -2.343250 2.591428  0.20
H -0.600342 -4.718683 3.594787  0.22
H 3.506947 -1.454351 -2.646729  0.16
C -1.035262 1.731990 -0.020164  -0.12
F 1.355808 2.386444 1.168349  -0.36
N -1.459075 1.778696 2.344974  -0.51
C -1.072438 -3.829979 4.010715  -0.61
C 0.271077 4.373677 1.969205  -0.66
C -1.549239 -1.138694 -0.033821  0.02
H -1.000352 -0.778409 -3.255505  0.24
O -0.016410 5.080809 -2.593078  -0.75
C 3.156211 -2.492971 -2.559344  -0.21
C -1.463988 1.149471 1.096699  0.16
C -1.319305 -2.766438 2.942938  -0.54
O -1.344022 1.511964 -2.334173  -0.56
H 1.243985 -0.558232 -3.301621  0.21
H -0.942552 5.335831 -2.396533  0.59
H -0.432710 -3.413169 4.791944  0.21
H -0.396760 -2.912456 0.119709  0.23
H -0.880605 -2.292310 -2.400565  0.22
S -2.241413 -3.454708 1.546196  0.25
H -1.886739 -1.945298 3.383739  0.22
C -0.907337 1.334239 3.328856  0.25
C -1.456837 -2.641356 0.146151  -0.60
H 1.260243 -3.245424 -1.872332  0.21
H -1.281586 3.868865 -0.121865  0.21
C 1.624612 -2.532968 -2.619366  -0.41
H 4.628783 -2.941711 -1.201350  0.36
H 1.383815 4.101577 0.171795  0.13
C 0.973797 -1.162709 -2.430724  -0.39
C -0.482546 3.116591 -0.179625  -0.47
H 0.620126 5.491760 -1.972185  0.58
H -0.793110 4.282163 2.187897  0.23
H -1.918681 -3.118951 -0.721430  0.25
C -1.130846 -0.548791 -1.165282  -0.05
H 3.577976 -3.033505 -3.408784  0.20
S -0.147522 0.825779 4.577325  0.16
O -3.013845 -0.488291 1.749106  -0.46
H 3.171184 -2.759684 -0.527511  0.34
H 1.317771 -2.936268 -3.588346  0.21
C -1.193299 0.941476 -1.270746  0.54
H 0.817773 4.037239 2.849782  0.25
C -2.096208 -0.228089 1.018709  0.49
H 0.491946 5.425421 1.785012  0.21
H -2.013102 -4.111762 4.486439  0.22

Cartesian forces, eV/Å:
-0.074 -0.081 0.061
-0.045 0.554 -0.087
-0.025 -0.041 0.041
-0.049 0.213 0.068
-0.033 -0.017 -0.008
-0.045 -0.029 -0.139
-0.013 -0.157 -0.124
0.004 0.015 0.021
-0.103 0.014 -0.042
-0.172 0.021 -0.010
-0.040 -0.092 0.017
0.101 -0.278 -0.292
-0.038 0.236 0.022
-0.322 -0.311 -0.006
0.085 0.089 -0.089
0.011 0.018 0.050
0.041 0.159 -0.149
0.115 -0.113 0.088
-0.044 0.153 0.010
0.087 0.072 0.344
0.318 0.051 -0.172
0.076 0.125 0.162
-0.036 -0.137 0.005
0.005 -0.073 -0.018
-0.030 0.010 0.022
-0.009 0.041 0.146
0.007 -0.019 -0.022
-0.006 -0.025 -0.081
0.046 0.017 0.134
-0.173 0.058 -0.092
0.044 0.051 0.023
0.004 -0.043 0.154
0.115 -0.048 -0.107
0.021 -0.119 -0.041
0.099 -0.141 0.041
-0.046 -0.079 -0.383
0.153 0.035 -0.121
-0.003 -0.038 0.020
0.061 -0.020 0.052
0.053 -0.022 0.034
-0.111 -0.051 0.018
-0.011 0.011 0.032
-0.072 0.041 0.165
0.062 -0.082 0.137
-0.011 -0.010 -0.012
-0.108 0.044 0.057
-0.114 -0.040 0.187
0.094 0.126 -0.047
0.030 0.050 -0.058
0.070 -0.024 0.062
0.033 -0.114 -0.075

=====

Record 2
Entry from the Open Molecules 2025 dataset: an isolated molecule of C17H26N2O (ωB97M-V/def2-TZVPD).

Orbital gap   8.73 eV
Structure (SMILES)   Cc1ccc(C)c(NC(=O)CCN2CCC(C)CC2)c1
LUMO level   0.73 eV
Spin multiplicity   1
Total charge   0
F_max   0.59 eV Å⁻¹
E_HOMO   -0.2942 Eh

Last column: natural (NBO) charge in e.
Atoms and positions in Å:
H 4.702053 -3.832100 -1.048937  0.21
H 1.823053 -1.662377 -3.330221  0.25
N -1.056385 0.842120 0.387864  -0.48
C -0.206466 1.742669 1.150783  -0.21
H -3.486474 2.144827 0.959592  0.20
H 0.119237 -2.308870 1.191176  0.21
H -0.588781 1.951398 -1.304951  0.21
H 3.541876 -2.817326 -4.469291  0.22
C -0.408884 -0.542547 -2.340617  0.68
H 0.188289 1.175574 2.001517  0.19
H -3.310544 4.308411 2.256413  0.20
H -3.800401 1.191047 2.407782  0.21
H -2.310524 1.985664 -0.904179  0.18
C 1.464398 -1.744746 -1.231609  0.23
C 4.124286 -3.071023 -3.587759  -0.63
C -1.672923 0.209094 -1.932054  -0.50
H 1.617805 -2.468100 2.108481  0.22
H -2.377595 -0.511880 -1.512257  0.22
H 1.127662 -0.889386 1.495518  0.21
C -0.942991 2.973874 1.685774  -0.42
H -1.316901 3.570855 0.850997  0.20
H -2.113925 0.621787 -2.840176  0.24
C -2.193171 0.426060 1.196908  -0.22
H -1.707416 1.986921 3.429179  0.19
H -0.248350 3.592326 2.256622  0.21
H -0.072435 -0.665864 -0.370796  0.44
H -2.253440 4.394514 3.665994  0.21
O -0.118940 -0.715666 -3.505991  -0.61
H 0.636770 2.040703 0.522702  0.21
C 3.350827 -2.781009 -2.337147  0.00
H 3.433788 -3.345321 0.991866  0.20
H -3.719384 3.412848 3.720613  0.21
C 3.795774 -3.246891 -1.107449  -0.24
C 1.910769 -2.225187 0.007760  -0.08
C -1.418256 1.344603 -0.933393  -0.22
C -2.112094 2.536501 2.570368  -0.22
C -2.897885 3.737767 3.086088  -0.60
C 1.147404 -1.956042 1.272591  -0.64
C 3.079311 -2.969487 0.042088  -0.18
H 4.396691 -4.124000 -3.634887  0.22
C -3.009309 1.590086 1.770675  -0.42
C 2.186511 -2.030764 -2.385425  -0.26
H -2.836937 -0.218102 0.594392  0.20
H 5.045235 -2.487713 -3.603673  0.22
N 0.285667 -0.992437 -1.267236  -0.67
H -1.796996 -0.172812 2.024307  0.20

Cartesian forces, eV/Å:
0.100 -0.077 0.008
-0.015 0.007 -0.037
0.040 0.002 0.080
0.123 0.282 0.032
-0.081 0.060 -0.012
-0.130 0.018 0.063
-0.049 0.047 0.033
0.007 -0.007 -0.099
-0.550 0.212 0.049
0.066 0.039 -0.017
-0.059 0.081 -0.095
-0.089 0.006 -0.013
0.108 0.033 -0.019
0.320 -0.240 -0.111
0.028 0.033 0.027
0.106 0.173 -0.080
-0.014 0.003 0.061
-0.066 0.009 -0.010
-0.089 0.101 0.097
0.060 -0.385 0.169
-0.031 0.107 -0.039
0.053 -0.101 0.026
-0.299 -0.007 0.033
0.027 -0.032 -0.016
0.024 0.086 -0.016
-0.061 0.092 -0.115
0.024 0.124 0.076
0.090 -0.042 -0.236
0.022 -0.071 0.047
-0.009 -0.038 0.209
0.002 -0.023 0.104
-0.121 0.029 0.081
0.015 -0.009 -0.064
-0.052 0.030 -0.010
-0.170 -0.102 -0.118
-0.203 0.288 -0.230
0.180 -0.272 0.026
0.077 -0.020 -0.119
-0.003 0.033 -0.079
0.035 -0.055 -0.066
0.331 -0.160 0.111
0.014 0.026 -0.156
0.035 -0.077 0.060
0.065 0.008 -0.076
0.209 -0.161 0.463
-0.071 -0.053 -0.020

=====

Record 3
Entry from the Open Molecules 2025 dataset: an isolated molecule of C17H26N2O4S in a non-equilibrium geometry (ωB97M-V/def2-TZVPD).

Orbital gap   9.47 eV
Structure (SMILES)   COCCCNC(=O)[C@H]1CCCN(S(=O)(=O)c2ccc(C)cc2)C1
LUMO level   0.56 eV
Spin multiplicity   1
Total charge   0
F_max   1.01 eV Å⁻¹
E_HOMO   -0.3276 Eh

Last column: natural (NBO) charge in e.
Atoms and positions in Å:
H -5.448606 -1.242433 0.330351  0.22
O -0.056863 0.938345 1.649584  -0.97
H -1.094700 -2.926828 -0.203850  0.17
O 2.422448 2.244825 -0.780439  -0.55
H -6.707485 1.504340 -0.617654  0.23
H 2.718792 2.081321 1.856807  0.21
H -0.517192 -0.891208 -1.533895  0.19
H 0.696519 -3.157639 -2.067283  0.20
C 3.633349 2.398135 -0.074846  -0.06
H 4.379265 1.886408 -0.688932  0.20
C 3.777584 0.285071 1.333009  -0.22
S -0.838024 -0.266678 1.550680  2.34
H 3.890300 3.468137 -0.023720  0.16
C -2.529702 1.249506 -0.003007  -0.21
C 3.642154 1.808982 1.342256  -0.44
C 1.443274 -2.864319 -1.324470  -0.39
H 0.414255 0.382231 -0.710155  0.24
C -4.629738 -0.544708 0.234801  -0.20
H 1.759623 -0.068425 0.938765  0.42
H 3.794388 -0.089040 2.362600  0.19
H 4.481614 2.236068 1.892732  0.21
O -1.065570 -1.029976 2.740463  -0.93
H -3.836138 2.375704 -1.263787  0.22
H -3.303098 -1.658458 1.518000  0.24
H 0.626936 3.069854 -1.133863  0.18
H 1.755345 -1.001317 -2.354893  0.24
H -6.625615 -0.052371 -1.438156  0.22
C -2.399861 0.113338 0.771149  -0.28
N 2.681932 -0.324800 0.620132  -0.63
C -4.785298 0.593370 -0.551152  0.01
H -5.916785 1.388575 -2.186160  0.22
C -3.723892 1.487237 -0.660046  -0.20
H 1.722949 4.103251 -0.186193  0.17
H -1.702108 1.938036 -0.067620  0.24
H 1.795694 -3.140716 0.780160  0.22
C 1.585280 -1.335190 -1.326006  -0.31
H 0.854992 -4.442536 0.032316  0.22
C 0.294552 -0.696248 -0.813221  -0.25
N -0.045021 -1.241518 0.479528  -0.70
C -0.274330 -2.663525 0.483409  -0.23
C 1.013995 -3.363550 0.053344  -0.41
H 4.697340 -0.017262 0.825521  0.23
H 2.399472 -3.307423 -1.605143  0.24
H 0.917663 2.707744 0.586795  0.19
C -6.082332 0.869105 -1.245493  -0.63
C 1.373210 3.074917 -0.338739  -0.27
C 2.854324 -0.937946 -0.561633  0.69
H -0.555430 -2.937425 1.500450  0.24
O 3.948840 -1.214129 -1.016955  -0.65
C -3.438292 -0.788855 0.894450  -0.21

Cartesian forces, eV/Å:
-0.075 -0.074 0.011
-0.192 0.041 -0.290
0.022 0.015 0.039
-0.153 -0.105 -0.175
-0.093 0.036 -0.014
0.016 0.120 0.116
0.077 0.042 0.066
-0.003 -0.003 -0.049
0.244 0.086 0.229
0.047 0.091 0.074
0.198 0.199 0.170
0.010 -0.238 -0.132
-0.011 -0.095 -0.060
0.075 0.168 -0.037
-0.060 -0.243 -0.430
0.176 0.005 0.127
0.042 0.021 -0.147
0.107 0.056 -0.021
0.107 -0.082 -0.144
0.096 -0.014 -0.097
-0.013 0.051 0.069
-0.242 -0.157 -0.191
-0.002 0.091 -0.065
-0.078 -0.137 0.072
-0.061 0.056 0.049
-0.010 0.023 0.130
-0.067 -0.031 -0.048
0.622 -0.088 0.333
0.004 0.154 0.357
0.078 -0.020 0.011
-0.042 0.020 -0.075
0.013 -0.108 0.053
-0.023 0.014 -0.031
0.077 0.136 -0.049
0.012 -0.061 0.095
0.021 -0.032 -0.050
0.010 -0.006 0.050
0.147 0.362 -0.528
-0.426 0.595 0.694
-0.050 -0.644 0.371
-0.209 0.087 -0.191
-0.089 0.013 0.152
-0.052 0.010 -0.085
0.036 0.097 -0.083
-0.033 0.041 0.048
0.019 0.024 0.074
-0.486 -0.106 -0.082
-0.016 -0.162 -0.133
0.315 -0.093 -0.279
-0.083 -0.154 0.092